DFT (the ωB97M-V functional and the def2-TZVPD basis) results for 13 unconnected molecules or ions with the total composition C61H89N13O4 at a distorted geometry.

Geometry as XYZ:
```
167
Properties=species:S:1:pos:R:3:forces:R:3:mulliken_charge:R:1
N 3.32867 -0.56307 -4.60671 -0.1 -0.4 0.1 -0.652
C 2.44342 -1.39403 -5.14959 0.0 0.0 -1.3 -0.361
C 1.29164 -1.01105 -5.85198 0.3 0.4 0.7 -0.781
C 1.01851 0.36730 -5.88343 -1.0 -0.2 -0.7 0.457
C 1.98211 1.23755 -5.41515 -0.8 -0.6 0.8 -0.451
C 3.07254 0.71451 -4.75787 1.4 1.5 0.2 -0.313
H 2.80840 -2.39824 -5.20891 -0.3 -0.8 0.4 0.423
H 0.65241 -1.78297 -6.28698 0.1 0.4 0.1 0.505
H 0.06079 0.80191 -6.26306 0.9 -0.7 0.1 0.363
H 1.76952 2.27512 -5.32479 0.1 0.8 -0.3 0.388
H 3.85040 1.41736 -4.39912 -0.5 -0.4 0.0 0.493
N -1.75910 2.37927 4.74626 1.6 0.6 0.6 -0.320
C -0.60085 1.90357 5.25010 1.3 -0.2 -1.1 0.033
C -0.48080 0.63594 5.77912 -0.7 -1.0 0.5 -0.622
C -1.61992 -0.20414 5.78165 -0.2 0.8 -0.2 -0.248
C -2.82000 0.27765 5.28174 0.4 1.7 0.2 -0.711
C -2.82419 1.62397 4.83472 0.2 -1.4 0.1 -0.362
H 0.40121 2.41017 5.02457 -1.8 0.0 0.5 0.144
H 0.45388 0.24441 6.19584 -0.3 0.3 -0.3 0.545
H -1.60081 -1.21250 6.14280 0.4 -0.4 0.2 0.479
H -3.76122 -0.25291 5.26281 0.2 -0.3 0.1 0.554
H -3.68905 2.07274 4.41843 -1.1 0.2 -0.2 0.580
N -4.97641 2.18006 1.50381 -0.4 0.8 0.1 -0.238
C -6.03606 2.64548 0.84781 -0.1 0.0 1.2 -0.620
C -6.50064 2.06831 -0.30770 -2.0 1.2 -1.0 -0.505
C -5.89879 0.97791 -0.87032 0.9 -0.7 0.5 -1.038
C -4.76616 0.50485 -0.19647 -0.5 -0.5 -1.0 0.314
C -4.36421 1.15748 0.95055 1.1 -0.2 -0.3 -0.585
H -6.55068 3.45874 1.36321 0.0 -0.1 -0.5 0.409
H -7.40296 2.50090 -0.78087 0.6 -0.3 0.3 0.373
H -6.29937 0.50837 -1.76901 0.2 0.1 0.2 0.518
H -4.23481 -0.37033 -0.56839 0.0 0.2 0.2 0.206
H -3.40062 0.94236 1.37980 0.1 -0.6 0.3 1.063
N -1.63666 4.37770 -0.19932 -1.2 -0.1 -0.7 -0.201
C -0.35681 4.59038 -0.03209 1.1 0.9 1.4 0.005
C 0.21744 4.70704 1.24072 -2.2 -0.2 0.2 -0.263
C -0.63069 4.58374 2.35644 0.9 0.2 0.5 -0.749
C -1.98972 4.37984 2.19199 0.1 -1.0 -1.2 -0.392
C -2.42565 4.26797 0.86837 0.0 0.1 0.4 -0.507
H 0.24865 4.84067 -0.89117 0.1 -0.4 -0.4 0.398
H 1.23640 4.91377 1.36114 1.3 0.2 0.1 0.428
H -0.20930 4.63901 3.37322 -0.2 -0.1 -0.5 0.340
H -2.66396 4.03081 2.96712 0.2 0.7 0.2 0.474
H -3.47715 4.08786 0.68593 0.0 -0.1 -0.1 0.540
N -1.75778 2.49140 -6.20422 -1.0 -0.1 0.1 -0.642
C -0.96916 3.53310 -6.15524 2.3 0.5 -0.9 -0.257
C -0.80303 4.41051 -5.10339 -1.3 -1.1 1.3 -0.402
C -1.66434 4.21676 -4.01289 0.1 0.8 0.5 -0.067
C -2.56596 3.16240 -4.06103 0.0 0.2 -0.6 -0.429
C -2.59237 2.33083 -5.16806 0.6 -0.5 -0.6 -0.429
H -0.24258 3.64760 -6.97636 -0.5 -0.2 0.1 0.399
H 0.05679 5.02566 -5.07997 0.4 1.0 -0.1 0.458
H -1.70450 4.86599 -3.09849 0.4 -0.7 -1.0 0.350
H -3.24286 3.03249 -3.25384 -0.5 -0.3 0.6 0.499
H -3.19058 1.43317 -5.30684 -0.3 0.3 0.6 0.551
N -1.12194 -2.37258 3.47893 0.6 1.4 -0.7 0.802
C -2.38293 -2.02674 3.30767 -1.2 0.0 -0.3 -0.547
C -3.50672 -2.76887 3.67478 2.1 -1.4 0.4 -1.281
C -3.16254 -4.03842 4.18428 0.4 -0.3 -0.3 -0.665
C -1.83154 -4.46685 4.28471 -1.5 1.1 -1.1 -0.814
C -0.84712 -3.55290 3.92438 0.1 -2.0 2.2 -0.434
H -2.50626 -1.08928 2.82525 -0.3 0.8 -0.3 1.203
H -4.49904 -2.43199 3.47511 -0.5 0.2 0.1 0.686
H -3.82640 -4.82820 4.47923 -1.0 0.2 0.0 0.385
H -1.68154 -5.51197 4.45199 0.5 -0.3 0.6 0.434
H 0.13463 -3.79709 4.30367 0.7 0.2 -0.8 0.297
N 3.20311 4.43965 -2.92248 -0.4 0.0 0.2 -0.449
C 3.29153 3.67204 -1.81106 0.1 1.4 -0.4 -0.406
C 3.30634 4.19498 -0.51700 0.5 -2.1 0.5 0.408
C 3.29571 5.57097 -0.34795 -0.6 -0.5 0.9 -0.488
C 3.00752 6.33324 -1.44620 1.1 0.2 -1.1 -0.504
C 3.01772 5.73799 -2.73110 -0.4 0.0 2.2 -0.493
H 3.41463 2.63228 -2.02701 0.0 -0.6 0.2 0.910
H 3.41065 3.44218 0.33547 -0.1 1.4 -1.1 -0.224
H 3.43265 5.98790 0.65293 -0.1 0.0 -0.4 0.415
H 3.01968 7.41149 -1.38777 -0.3 0.1 0.0 0.447
H 2.80436 6.43139 -3.50470 0.1 0.0 -1.3 0.388
N -3.85403 -1.94002 -3.91635 0.7 -0.5 -0.9 -0.632
C -3.48007 -0.84130 -3.29299 -3.3 -0.2 0.2 -0.961
C -2.22615 -0.50850 -2.96946 0.9 1.3 0.9 1.195
C -1.23403 -1.31009 -3.44069 1.7 -0.2 0.0 0.180
C -1.52950 -2.50794 -4.06983 0.2 1.0 0.3 -0.802
C -2.85135 -2.74067 -4.29845 -1.4 -1.1 -0.2 -0.858
H -4.33847 -0.23535 -3.01282 0.3 0.3 0.2 0.571
H -2.09842 0.35033 -2.31180 0.4 0.0 -0.5 -0.194
H -0.21073 -0.97959 -3.35201 0.3 -0.2 0.4 0.241
H -0.75968 -3.19825 -4.32940 0.4 -0.3 -0.4 0.682
H -3.17479 -3.65526 -4.78668 0.1 0.0 0.0 0.429
N 2.24489 -1.43275 5.50413 1.4 -1.1 1.3 -0.390
C 3.21256 -2.35770 5.70855 0.6 -0.4 -0.5 -0.797
C 4.03127 -2.88789 4.69481 -1.9 1.2 0.4 -0.631
C 3.82565 -2.44815 3.37973 2.0 -1.0 1.3 -0.173
C 2.92542 -1.45873 3.20049 0.1 0.2 -0.4 1.628
C 2.20258 -0.99314 4.28780 -2.4 0.7 -2.1 0.754
H 3.36126 -2.72868 6.71278 -0.2 0.1 0.2 0.387
H 4.72831 -3.63529 4.94325 0.8 -0.8 0.2 0.498
H 4.50031 -2.83287 2.61731 -0.6 0.1 -0.3 0.275
H 2.81315 -1.10232 2.20084 -0.5 0.6 -0.3 -0.539
H 1.32917 -0.36560 4.04271 0.6 0.2 0.3 -0.994
C -2.26135 -4.70278 -0.04520 -2.1 -0.7 -0.8 -1.467
C -3.13786 -3.74301 -0.84467 -0.1 2.7 0.7 2.749
C -4.20141 -4.28700 -1.78513 1.3 -2.6 0.9 -1.131
O -4.93767 -5.19000 -0.96454 -1.6 -0.6 -0.6 -0.346
C -6.10582 -5.73400 -1.61662 1.0 -1.1 0.3 -0.835
N -3.86746 -2.84168 0.13713 0.2 -0.3 -2.8 -0.263
H -1.66409 -4.15937 0.64674 0.5 0.4 0.6 0.076
H -1.66648 -5.28222 -0.71111 0.8 -0.7 -0.4 0.445
H -2.96890 -5.38157 0.47912 0.7 0.3 -0.1 0.361
H -2.50907 -3.05779 -1.48703 -0.4 -0.5 0.7 -1.417
H -3.70183 -4.96873 -2.55593 -0.7 1.3 0.2 0.386
H -4.82925 -3.47854 -2.12649 0.0 0.1 -0.6 0.543
H -6.57650 -6.43828 -0.89929 0.3 0.5 -0.4 0.243
H -5.87822 -6.31340 -2.56041 0.2 0.5 0.9 0.282
H -6.81957 -4.97908 -1.88585 -0.4 0.7 0.0 0.327
H -4.33940 -3.34677 0.83340 -0.5 -0.8 1.0 0.237
H -3.28747 -2.12443 0.49050 0.8 0.6 0.6 -0.262
C 4.36794 0.63739 0.03202 0.0 -0.2 1.3 0.483
C 5.52925 1.52709 0.56786 -0.4 0.9 -0.1 0.710
C 5.35474 1.68102 2.09633 1.0 -0.5 0.1 -0.825
O 4.10097 2.16878 2.39554 -1.4 0.9 0.9 -0.135
C 3.68985 1.97672 3.76055 0.2 -0.2 -0.3 -0.459
N 6.89020 1.01426 0.28243 -1.5 0.0 -0.6 -0.725
H 4.54228 0.11704 -0.89148 0.4 0.3 -0.7 0.600
H 3.41239 1.18841 -0.02948 0.6 -0.2 0.0 -0.877
H 4.17909 -0.19794 0.75410 0.2 0.6 -0.3 -0.250
H 5.43516 2.58701 0.12664 0.3 -1.6 0.4 -0.105
H 6.18253 2.26155 2.58137 -0.5 0.1 -0.5 0.346
H 5.43816 0.69178 2.55066 0.2 -0.5 -0.1 0.274
H 4.09967 2.69981 4.48194 0.3 0.1 -0.5 0.330
H 3.99791 0.97109 4.09035 -0.2 0.3 -0.1 0.356
H 2.60033 2.07850 3.81235 0.2 -0.2 -0.2 -0.206
H 6.98527 0.01746 0.50011 0.1 0.7 0.2 0.235
H 7.50651 1.61287 0.79982 0.7 -0.3 0.2 0.306
C -0.74540 1.03270 1.92044 -0.8 1.9 -0.4 0.335
C -0.75498 0.65255 0.46107 0.9 -1.9 0.5 1.337
C 0.62863 0.85106 -0.14118 -0.2 -0.1 -0.8 -0.026
O 0.63692 0.59508 -1.57413 -0.6 0.1 0.7 0.506
C 0.25677 1.80833 -2.26440 2.0 -1.0 -1.2 0.389
N -1.17104 -0.76174 0.32858 -0.3 -0.1 -0.1 1.976
H -0.57408 2.12467 1.98003 0.5 -0.6 0.1 -0.605
H -0.01600 0.48667 2.48993 0.3 -0.3 0.3 -0.121
H -1.72603 0.97338 2.39763 0.1 -0.5 -0.1 -0.845
H -1.42096 1.24460 -0.12642 -0.9 0.5 -0.2 0.024
H 1.30839 0.14839 0.35440 0.2 0.1 -0.3 -0.755
H 0.93685 1.88492 -0.00369 0.4 0.2 0.3 0.148
H -0.09308 1.59602 -3.30297 -0.1 -0.2 1.0 -0.582
H 1.21863 2.34152 -2.40317 -0.8 0.4 0.1 -0.703
H -0.45201 2.35445 -1.68969 -0.7 0.7 0.2 0.446
H -0.96776 -1.03541 -0.62600 -0.1 -0.3 0.0 -1.199
H -0.69602 -1.42907 0.95945 -0.1 0.9 -0.3 -0.207
C 1.98057 -4.29204 0.38174 1.3 0.5 0.2 -1.579
C 2.26386 -2.90348 -0.29281 -0.9 -2.6 1.6 2.217
C 3.62553 -2.99866 -0.87948 0.0 0.8 -0.2 -0.916
O 4.55791 -3.23193 0.16049 -0.5 0.4 -0.4 -0.257
C 5.87142 -2.96447 -0.25450 -0.3 -0.7 0.1 -0.697
N 1.29475 -2.73422 -1.34551 0.1 -0.5 0.4 -0.297
H 0.99099 -4.37704 0.84552 0.3 0.1 0.1 0.206
H 2.83273 -4.43199 1.08330 -1.0 0.0 0.1 0.376
H 2.12443 -5.09903 -0.33585 -0.3 0.0 -0.3 0.412
H 2.28377 -2.21822 0.57083 -0.3 0.5 -0.5 -0.993
H 3.80154 -2.07105 -1.46290 0.5 -0.3 0.2 0.252
H 3.58742 -3.84253 -1.55093 0.3 -0.3 -0.6 0.553
H 6.46554 -3.47035 0.47204 0.8 -0.2 0.6 0.310
H 6.04553 -1.88791 -0.15680 0.3 -0.1 -0.8 0.014
H 6.07183 -3.49113 -1.21341 0.1 1.0 0.2 0.366
H 1.33043 -1.79618 -1.63763 -0.2 1.6 -0.8 -0.011
H 0.37013 -2.90691 -0.97967 -0.2 0.0 0.0 -0.141
```
Positions in Å, forces in eV/Å.

charge: 0
E_LUMO: 0.613 eV
gap between HOMO and LUMO: 9.2 eV